Entry 1:
The following is a DFT calculation (ωB97M-V/def2-TZVPD) of a 2-piece molecular cluster, C2H9NS2 overall at a distorted geometry.

The geometry in XYZ format:
```
14
Properties=species:S:1:pos:R:3:forces:R:3
S 0.761 -2.663 -1.048 2.11 1.96 -1.58
S -0.502 -4.205 -0.077 -2.04 -0.32 3.21
H 0.358 -2.878 -2.309 -0.14 0.10 0.12
H -0.544 -5.129 -0.937 0.17 -1.83 -1.77
C -0.044 2.500 0.783 1.16 1.11 0.44
C 0.131 1.021 0.770 -1.34 -1.34 1.90
N -0.406 0.529 -0.426 -0.86 1.36 -2.62
H 0.566 3.058 0.002 -0.49 -0.63 1.18
H 0.125 2.783 1.805 1.28 0.82 0.53
H -1.041 2.878 0.756 -1.23 -0.40 -0.96
H -0.449 0.568 1.650 0.80 0.60 -0.85
H 1.144 0.672 0.848 0.95 0.37 0.66
H -0.074 -0.366 -0.733 0.29 -0.75 0.08
H -0.024 1.232 -1.085 -0.65 -1.05 -0.35
```
Forces are in eV/Å.

Computed properties:
HOMO energy (alpha / beta), eV: -0.40 / -3.28
Molar mass, g mol⁻¹: 111.2
Gap between HOMO and LUMO (alpha / beta), eV: 3.95 / 6.81
Energy, a.u.: -932.68046
Spin multiplicity: 2
Net charge: -1
Relative energy (zero: lowest compared OMol25 entry of this formula, charge and spin), kcal/mol: 20.0

Entry 2:
The following is a DFT calculation (ωB97M-V/def2-TZVPD) of a 2-piece molecular cluster, C2H9O2 overall at a distorted geometry.

The geometry in XYZ format:
```
13
Properties=species:S:1:pos:R:3:forces:R:3
O -2.119 0.790 -1.251 -1.18 2.84 -3.77
H -1.313 0.310 -0.286 0.40 -0.53 0.24
H -2.561 0.644 -2.178 1.14 -0.23 2.58
H -1.835 1.757 -1.356 -0.66 -1.68 0.42
C 0.873 -0.040 -0.130 -0.50 -4.18 2.21
O -0.702 -0.089 0.453 -0.80 0.32 -0.84
C 1.576 -0.573 1.154 2.81 0.71 -1.97
H 0.993 -0.713 -1.033 -0.69 0.72 1.18
H 1.033 0.949 -0.381 -0.38 2.18 -0.17
H -1.342 -0.764 0.873 2.36 0.48 -0.68
H 1.804 -1.604 0.924 -0.01 -0.47 0.24
H 2.718 -0.096 1.219 -3.37 -0.83 0.43
H 0.874 -0.572 1.994 0.91 0.68 0.13
```
Forces are in eV/Å.

Computed properties:
HOMO energy, eV: -16.70
Molar mass, g mol⁻¹: 65.1
Gap between HOMO and LUMO, eV: 12.69
Energy, a.u.: -231.73248
Net charge: +1
Relative energy (zero: lowest compared OMol25 entry of this formula, charge and spin), kcal/mol: 42.1

Entry 3:
The following is a DFT calculation (ωB97M-V/def2-TZVPD) of a 3-piece molecular cluster, C2H9O2S overall at a distorted geometry.

The geometry in XYZ format:
```
14
Properties=species:S:1:pos:R:3:forces:R:3
C -2.147 0.790 1.429 0.65 -0.47 0.84
C -1.343 -0.255 0.633 0.60 0.53 0.04
S 0.076 0.570 -0.243 -0.36 -0.39 -0.08
H -3.220 0.586 1.469 -0.07 0.14 -0.21
H -1.787 0.745 2.466 -0.15 0.16 0.00
H -1.906 1.794 1.095 -0.34 0.05 -0.29
H -0.836 -0.941 1.308 -0.33 -0.21 0.22
H -2.037 -0.851 0.035 0.29 0.11 -0.50
H 1.070 -0.465 -3.186 -0.06 1.75 -0.58
H 1.113 -1.108 -1.827 -0.52 0.30 -0.29
O 1.034 -1.302 -2.783 0.41 -2.08 0.79
H 2.534 0.136 -0.075 -0.21 0.39 0.08
H 4.020 -0.230 -0.214 -0.24 0.28 0.00
O 3.429 0.530 -0.107 0.34 -0.55 -0.03
```
Forces are in eV/Å.

Computed properties:
HOMO energy, eV: -2.87
Molar mass, g mol⁻¹: 97.2
Gap between HOMO and LUMO, eV: 6.82
Energy, a.u.: -630.29729
Net charge: -1
Relative energy (zero: lowest compared OMol25 entry of this formula, charge and spin), kcal/mol: 12.5

Entry 4:
The following is a DFT calculation (ωB97M-V/def2-TZVPD) of a 3-piece molecular cluster, C2H9O2S overall.

The geometry in XYZ format:
```
14
Properties=species:S:1:pos:R:3:forces:R:3
C 0.091 -1.488 1.252 -0.19 -0.12 0.67
C 0.197 -0.917 -0.167 -0.02 0.13 -0.13
S 0.942 0.738 -0.470 0.13 -0.08 0.73
H 0.109 -0.738 2.048 -0.04 0.18 -0.26
H 0.842 -2.232 1.538 0.31 0.21 -0.36
H -0.857 -2.031 1.362 -0.04 0.11 -0.03
H -0.822 -0.869 -0.559 0.12 -0.15 -0.18
H 0.781 -1.616 -0.766 -0.22 -0.18 -0.14
H -0.824 3.175 1.746 -0.10 0.40 0.04
H -0.302 1.861 1.263 0.02 -0.37 0.02
O -0.840 2.252 1.990 0.15 -0.15 -0.15
H 0.605 0.087 -2.706 -0.22 0.00 -0.22
H -0.004 1.333 -3.073 -0.21 -0.26 -0.26
O 0.083 0.445 -3.459 0.31 0.29 0.28
```
Forces are in eV/Å.

Computed properties:
HOMO energy, eV: -3.05
Molar mass, g mol⁻¹: 97.2
Gap between HOMO and LUMO, eV: 7.02
Energy, a.u.: -630.30697
Net charge: -1
Relative energy (zero: lowest compared OMol25 entry of this formula, charge and spin), kcal/mol: 6.4

Entry 5:
The following is a DFT calculation (ωB97M-V/def2-TZVPD) of a 3-piece molecular cluster, C2H9O3 overall at a distorted geometry.

The geometry in XYZ format:
```
14
Properties=species:S:1:pos:R:3:forces:R:3
C 0.065 -1.011 0.128 0.19 -1.10 -0.14
O 0.527 0.081 -0.548 -0.43 -0.04 0.08
C 0.277 -0.882 1.664 -0.17 -1.12 -0.44
H -0.991 -1.306 -0.091 -0.21 0.74 0.32
H 0.502 -2.002 -0.205 0.61 0.63 0.16
H -0.642 -0.587 2.162 0.04 0.20 0.19
H 0.609 -1.858 2.050 -0.27 0.08 0.16
H 1.079 -0.194 1.891 0.09 0.43 -0.14
H -0.664 1.183 0.091 0.74 -0.68 0.01
H -1.126 2.582 0.234 -0.12 0.89 -0.25
O -1.162 1.765 0.709 -0.47 -0.13 0.31
H 0.703 1.438 -3.149 0.04 -0.16 0.59
H 0.428 0.244 -1.960 0.24 0.78 -0.18
O 0.393 0.546 -2.977 -0.27 -0.51 -0.65
```
Forces are in eV/Å.

Computed properties:
HOMO energy, eV: -3.75
Molar mass, g mol⁻¹: 81.1
Gap between HOMO and LUMO, eV: 8.09
Energy, a.u.: -307.33201
Net charge: -1
Relative energy (zero: lowest compared OMol25 entry of this formula, charge and spin), kcal/mol: 9.1

Entry 6:
The following is a DFT calculation (ωB97M-V/def2-TZVPD) of one molecule with the formula C2H9OPSi at a distorted geometry.

The geometry in XYZ format:
```
14
Properties=species:S:1:pos:R:3:forces:R:3
C -0.541 1.869 -0.096 -1.20 -2.75 2.34
Si 0.188 0.075 0.427 0.31 0.75 -1.33
C -0.546 -1.628 0.043 -1.28 1.00 1.98
O 0.158 0.070 2.047 0.32 0.95 2.18
P 2.326 0.185 -0.245 0.70 -1.15 0.32
H 0.141 2.531 -0.598 0.12 0.38 0.26
H -1.503 1.781 -0.574 -0.15 0.00 -0.92
H -0.941 2.081 0.958 1.20 0.74 -1.27
H -0.883 -2.100 1.013 0.61 0.57 -0.80
H -1.476 -1.456 -0.464 -0.47 -0.25 -0.78
H 0.088 -2.313 -0.454 0.63 -0.49 -0.74
H 0.475 0.845 2.567 -0.39 -0.96 -0.77
H 2.006 -0.224 -1.548 -0.12 0.12 -0.42
H 2.656 -1.219 0.092 -0.27 1.12 -0.06
```
Forces are in eV/Å.

Computed properties:
HOMO energy, eV: -9.01
Molar mass, g mol⁻¹: 108.2
Gap between HOMO and LUMO, eV: 9.69
Energy, a.u.: -787.70904
Structure (SMILES): C[Si](C)(O)P
Relative energy (zero: lowest compared OMol25 entry of this formula, charge and spin), kcal/mol: 3.4

Entry 7:
The following is a DFT calculation (ωB97M-V/def2-TZVPD) of a 3-piece molecular cluster, C2H9OS overall at a distorted geometry.

The geometry in XYZ format:
```
13
Properties=species:S:1:pos:R:3:forces:R:3
O -0.008 1.352 -1.937 1.23 -1.60 -0.86
H 0.505 0.862 -2.650 -1.16 1.60 1.00
H -2.502 4.700 -2.782 -0.48 -0.60 -0.19
H -0.405 2.176 -2.218 0.02 0.08 -0.56
C 1.146 -2.094 2.466 -0.77 -1.18 -1.03
C 0.171 -1.697 1.304 -1.53 -4.95 4.17
S 0.668 -0.482 0.497 1.53 6.97 -5.80
H 1.194 -3.255 2.338 0.76 2.06 0.49
H 2.080 -1.495 2.286 -0.47 -1.20 0.30
H 0.828 -1.899 3.522 -0.15 0.03 -0.96
H -2.971 4.126 -2.968 0.49 0.59 0.20
H -0.633 -2.354 1.044 -0.30 -0.18 0.01
H -0.074 0.058 -0.904 0.84 -1.63 3.23
```
Forces are in eV/Å.

Computed properties:
HOMO energy (alpha / beta), eV: -5.70 / -9.59
Molar mass, g mol⁻¹: 81.2
Gap between HOMO and LUMO (alpha / beta), eV: 5.95 / 9.81
Energy, a.u.: -554.83905
Spin multiplicity: 2
Relative energy (zero: lowest compared OMol25 entry of this formula, charge and spin), kcal/mol: 50.8

Entry 8:
The following is a DFT calculation (ωB97M-V/def2-TZVPD) of a 2-piece molecular cluster, C2H9OS overall at a distorted geometry.

The geometry in XYZ format:
```
13
Properties=species:S:1:pos:R:3:forces:R:3
O -0.808 -0.087 -2.828 -0.01 1.14 -0.63
H -0.602 0.864 -2.789 -0.07 -0.25 0.03
H -1.160 -0.119 -3.745 0.22 -0.60 0.76
H -0.053 -0.100 -1.025 -1.47 -1.37 -0.04
C 0.015 -1.000 2.057 -0.53 -0.82 -0.90
S 0.205 -0.268 0.304 2.43 2.05 0.84
C 0.574 1.461 0.735 -0.26 0.31 0.08
H 0.987 -0.810 2.515 -0.04 0.30 -0.44
H -0.097 -2.068 1.895 -0.29 0.02 0.19
H -0.814 -0.502 2.537 -0.19 -0.04 -0.02
H 0.813 2.093 -0.121 0.19 -0.58 -0.29
H -0.306 1.952 1.166 0.29 -0.39 0.32
H 1.445 1.424 1.390 -0.26 0.23 0.09
```
Forces are in eV/Å.

Computed properties:
HOMO energy, eV: -15.25
Molar mass, g mol⁻¹: 81.2
Gap between HOMO and LUMO, eV: 9.51
Energy, a.u.: -554.67147
Net charge: +1
Relative energy (zero: lowest compared OMol25 entry of this formula, charge and spin), kcal/mol: 49.3

Entry 9:
The following is a DFT calculation (ωB97M-V/def2-TZVPD) of a 2-piece molecular cluster, C2H9OS overall at a distorted geometry.

The geometry in XYZ format:
```
13
Properties=species:S:1:pos:R:3:forces:R:3
O -1.851 1.295 0.981 -1.01 0.43 1.53
H -1.999 2.259 1.001 0.17 -0.35 -0.39
H -2.271 1.020 1.838 0.48 0.11 -1.09
H -0.771 0.108 0.449 0.90 -0.14 0.55
C 1.399 0.776 -0.370 -0.99 0.80 2.13
S 0.479 -0.505 0.656 -0.74 0.30 -1.44
C 0.160 -1.909 -0.514 -1.80 3.42 -3.93
H 2.418 0.492 -0.484 0.67 -0.39 -0.13
H 0.889 0.999 -1.277 -0.39 -0.33 -0.80
H 1.338 1.719 0.247 0.17 -1.10 -0.39
H 0.340 -1.304 -1.638 -0.22 -2.40 3.19
H -0.936 -2.245 -0.589 1.65 0.72 0.73
H 0.803 -2.704 -0.300 1.11 -1.06 0.04
```
Forces are in eV/Å.

Computed properties:
HOMO energy, eV: -16.40
Molar mass, g mol⁻¹: 81.2
Gap between HOMO and LUMO, eV: 12.94
Energy, a.u.: -554.71311
Net charge: +1
Relative energy (zero: lowest compared OMol25 entry of this formula, charge and spin), kcal/mol: 23.2

Entry 10:
The following is a DFT calculation (ωB97M-V/def2-TZVPD) of C2HBr2IO as an isolated structure at a distorted geometry.

The geometry in XYZ format:
```
7
Properties=species:S:1:pos:R:3:forces:R:3
C -2.052 0.260 -0.352 -2.33 0.76 -0.36
C 1.115 -0.258 0.183 0.25 -0.17 1.05
O -1.709 1.282 0.076 0.50 0.79 0.47
Br 1.519 -1.258 1.804 -0.26 0.65 -1.08
Br 1.378 -1.157 -1.426 0.08 0.01 0.01
I 1.349 1.804 0.257 0.27 -0.50 -0.01
H -1.601 -0.673 -0.541 1.49 -1.54 -0.08
```
Forces are in eV/Å.

Computed properties:
HOMO energy (alpha / beta), eV: -8.44 / -7.91
Molar mass, g mol⁻¹: 327.7
Gap between HOMO and LUMO (alpha / beta), eV: 7.87 / 6.72
Energy, a.u.: -5597.61277
Relative energy (zero: lowest compared OMol25 entry of this formula, charge and spin), kcal/mol: 84.4